DFT (the ωB97M-V functional and the def2-TZVPD basis) results for C5H15NP as an isolated structure.

```
! wB97M-V def2-TZVPD RIJCOSX def2/J DEFGRID3
* xyz 1 1
C -0.37 1.50 0.93
C -0.67 1.01 -1.58
C 1.05 -1.36 1.15
C -0.41 0.48 -0.16
C 0.47 -0.80 -0.05
N 0.59 -1.58 -1.10
P -2.00 -0.84 0.39
H 0.67 1.99 1.06
H -0.77 1.17 1.93
H -0.96 2.35 0.61
H -0.03 1.93 -1.90
H -1.64 1.52 -1.63
H -0.53 0.24 -2.39
H 0.48 -2.25 1.44
H 0.86 -0.70 1.95
H 2.17 -1.64 1.10
H 1.67 0.86 -0.41
H 0.15 -1.36 -1.91
H 2.29 0.56 -0.77
H 1.30 -2.35 -1.11
H -2.87 0.22 0.84
H -1.46 -0.94 1.62
*
```

Calculated total energy in eV: -16197.834
Gap between HOMO and LUMO in eV: 9.35
HOMO in eV: -13.72
Lowest unoccupied orbital energy in eV: -4.38

These are the natural (NBO) partial charges, in e, on atoms 1 to 6: atom 1 (C): -0.679, atom 2 (C): -0.669, atom 3 (C): -0.753, atom 4 (C): -0.197, atom 5 (C): 0.499, atom 6 (N): -0.709



DFT (the ωB97M-V functional and the def2-TZVPD basis) results for C40H67CdGeINO6Se as an isolated structure.

```
! wB97M-V def2-TZVPD RIJCOSX def2/J DEFGRID3
* xyz 0 2
Cd -0.57 -0.60 0.00
C 3.15 -1.37 3.37
C 2.54 0.02 3.20
C 2.29 0.63 4.58
C 3.48 0.93 2.41
O 1.33 -0.07 2.45
Ge -0.33 -0.51 3.15
O -0.54 -1.85 1.79
C -0.68 -3.28 1.88
C -1.06 -3.67 3.30
C 0.65 -3.91 1.48
C -1.76 -3.71 0.91
O -1.13 0.64 1.84
C -1.30 2.05 2.07
C 0.04 2.78 2.01
C -2.22 2.57 0.98
C -1.97 2.26 3.43
H 4.12 -1.31 3.87
H 3.29 -1.85 2.40
H 2.50 -2.00 3.97
H 3.24 0.79 5.10
H 1.67 -0.02 5.20
H 1.79 1.60 4.49
H 4.46 0.98 2.88
H 3.07 1.94 2.35
H 3.61 0.56 1.40
H -0.28 -3.40 4.01
H -1.20 -4.75 3.36
H -1.98 -3.18 3.61
H 1.44 -3.62 2.17
H 0.93 -3.58 0.48
H 0.58 -5.00 1.47
H -2.73 -3.29 1.19
H -1.84 -4.80 0.88
H -1.53 -3.36 -0.10
H 0.54 2.56 1.06
H 0.70 2.46 2.81
H -0.12 3.85 2.09
H -1.72 2.57 0.01
H -2.54 3.59 1.19
H -3.12 1.94 0.91
H -1.35 1.89 4.25
H -2.93 1.75 3.47
H -2.14 3.33 3.60
C -0.04 -1.02 -8.08
C -1.29 -0.86 -7.21
C -2.33 -1.90 -7.63
C -1.87 0.53 -7.45
C -0.92 -1.07 -5.74
C -1.15 -0.14 -4.76
C -0.82 -0.41 -3.43
Se -1.19 0.95 -2.15
C -3.09 0.66 -1.98
C -3.92 1.20 -2.91
C -5.32 1.00 -2.84
C -5.85 0.38 -1.69
C -5.08 -0.13 -0.68
C -3.64 -0.16 -0.90
O -2.92 -0.93 -0.24
C -5.72 -0.70 0.59
C -6.84 0.25 1.06
C -4.75 -0.86 1.77
C -6.32 -2.07 0.25
C -6.26 1.49 -3.93
C -5.52 2.08 -5.12
C -7.10 0.30 -4.43
C -7.19 2.56 -3.34
C -0.21 -1.61 -3.01
O 0.13 -1.86 -1.77
C 0.05 -2.57 -4.04
C -0.32 -2.28 -5.34
C 0.73 -3.91 -3.70
C 0.93 -4.77 -4.95
C 2.12 -3.66 -3.08
C -0.14 -4.71 -2.72
H -0.28 -0.83 -9.13
H 0.74 -0.32 -7.78
H 0.38 -2.03 -8.01
H -2.61 -1.76 -8.68
H -1.95 -2.92 -7.52
H -3.23 -1.82 -7.02
H -2.08 0.66 -8.52
H -2.80 0.68 -6.91
H -1.17 1.32 -7.16
H -1.58 0.82 -5.00
H -3.51 1.76 -3.74
H -6.93 0.33 -1.60
H -6.43 1.23 1.33
H -7.62 0.40 0.31
H -7.31 -0.17 1.94
H -4.16 0.05 1.94
H -5.34 -1.06 2.66
H -4.05 -1.67 1.63
H -7.10 -1.98 -0.52
H -5.56 -2.75 -0.12
H -6.77 -2.51 1.14
H -4.81 1.37 -5.56
H -6.24 2.35 -5.90
H -4.97 2.99 -4.86
H -6.46 -0.48 -4.86
H -7.69 -0.15 -3.63
H -7.79 0.64 -5.20
H -6.62 3.39 -2.92
H -7.84 2.95 -4.13
H -7.83 2.15 -2.56
H -0.13 -3.02 -6.10
H 1.58 -4.29 -5.68
H 1.41 -5.71 -4.65
H -0.01 -5.03 -5.43
H 2.71 -2.99 -3.71
H 2.03 -3.21 -2.10
H 2.66 -4.60 -2.99
H -1.10 -4.95 -3.17
H 0.37 -5.65 -2.46
H -0.31 -4.15 -1.80
I 2.62 1.03 -2.12
O 2.73 -1.37 -0.29
N 1.95 -0.61 -0.57
*
```

Calculated total energy in eV: -190870.700
Gap between HOMO and LUMO (alpha / beta) in eV: 6.57 / 5.01
HOMO (alpha / beta) in eV: -7.40 / -7.39
Lowest unoccupied orbital energy (alpha / beta) in eV: -0.83 / -2.38

These are the Mulliken partial charges, in e, on atoms 1 to 6: atom 1 (Cd): 6.905, atom 2 (C): -1.595, atom 3 (C): 1.289, atom 4 (C): -1.768, atom 5 (C): -1.311, atom 6 (O): -0.100



DFT (the ωB97M-V functional and the def2-TZVPD basis) results for a 7-piece molecular cluster, C25H39N6O11 overall.

```
! wB97M-V def2-TZVPD RIJCOSX def2/J DEFGRID3
* xyz -1 1
C 35.80 8.05 8.17
O 34.56 8.31 8.08
O 36.14 6.81 8.25
O 36.52 9.06 8.08
H 35.42 6.25 8.34
C 34.15 11.61 8.43
C 35.43 12.16 7.83
C 35.70 13.75 7.87
C 34.60 14.62 8.20
C 33.29 14.02 8.78
C 33.12 12.37 8.86
N 34.83 16.05 8.23
O 35.97 16.55 7.90
O 34.00 16.79 8.62
H 33.94 10.64 8.47
H 36.38 11.49 7.68
H 36.60 14.08 7.28
H 32.61 14.71 9.02
H 32.19 11.83 9.17
C 31.08 8.94 5.62
C 29.69 8.67 5.07
C 28.46 9.18 5.87
C 28.83 10.04 7.19
C 30.20 10.03 7.73
C 31.31 9.47 6.87
N 27.73 10.78 7.85
O 27.98 11.40 8.91
O 26.58 10.77 7.43
H 31.97 8.59 4.93
H 29.81 7.90 4.18
H 27.58 9.11 5.36
H 30.46 10.47 8.69
H 32.24 9.42 7.28
C 33.44 9.07 11.30
O 32.21 9.41 11.50
N 34.22 8.44 12.36
C 35.63 8.24 12.16
C 33.64 8.06 13.58
H 34.05 9.35 10.34
H 36.35 8.78 12.63
H 36.02 8.34 11.12
H 35.77 7.40 12.56
H 33.00 8.86 14.02
H 34.24 7.86 14.41
H 32.92 7.31 13.56
C 40.56 10.00 11.01
O 40.08 9.05 11.62
N 40.33 10.29 9.75
C 41.04 11.38 8.96
C 39.12 9.81 8.87
H 41.30 10.60 11.45
H 41.14 11.20 8.05
H 42.01 11.74 9.54
H 40.49 12.38 9.04
H 38.63 10.33 8.18
H 38.60 9.10 9.51
H 39.67 9.11 8.20
C 35.32 8.70 4.87
O 34.34 8.90 4.16
N 36.41 8.27 4.29
C 37.67 8.13 5.09
C 36.45 7.62 2.94
H 35.62 9.25 5.90
H 38.48 7.81 4.52
H 37.56 7.41 6.05
H 37.92 9.31 5.52
H 37.41 7.55 2.63
H 35.96 7.91 2.10
H 36.08 6.64 3.03
C 33.98 3.36 8.19
O 34.40 2.56 8.97
N 33.68 4.63 8.46
C 33.13 5.57 7.49
C 33.87 5.09 9.85
H 33.79 2.92 7.15
H 32.19 5.14 6.86
H 33.94 5.90 6.82
H 32.78 6.32 8.07
H 33.37 4.43 10.52
H 33.39 6.11 9.98
H 34.91 5.09 10.06
*
```

Calculated total energy in eV: -58004.670
Gap between HOMO and LUMO in eV: 6.80
HOMO in eV: -5.64
Lowest unoccupied orbital energy in eV: 1.16

These are the Mulliken partial charges, in e, on atoms 1 to 6: atom 1 (C): 0.291, atom 2 (O): -0.267, atom 3 (O): -0.715, atom 4 (O): -0.304, atom 5 (H): 0.267, atom 6 (C): 0.107



Short version: energy relative to the best compared isomer or geometry (same formula, charge and spin) = 2.277; 0.101; 0.530 eV, in the order given.